(1)
This record from the Open Molecules 2025 dataset describes C31H22BrF3IrN5O2S2 as an isolated structure. The level of theory is wB97M-V/def2-TZVPD.

M   889.799 g/mol
Expectation value of S²   6.1102
Spin multiplicity   5
Orbital gap (alpha / beta)   7.0 / 5.4 eV
ΔE to the lowest compared entry with this formula, charge and spin   52.4 kJ/mol
Total charge   +2
Highest occupied orbital energy (alpha / beta)   -12.3 / -14.1 eV
E_tot   -5392.57561 Ha
LUMO energy (alpha / beta)   -5.3027 / -8.7104 eV

```
67
C31H22BrF3IrN5O2S2 wB97M-V/def2-TZVPD
Ir -0.12724 0.01499 0.10704
O -3.64242 0.76237 7.59593
C -3.88948 0.54774 6.30494
O -5.01060 0.50467 5.88560
C -2.73221 0.40746 5.34763
C -1.38469 0.29590 5.71994
C -0.39454 0.13963 4.78639
C -0.71672 0.08650 3.37914
C -2.11276 0.21869 3.03192
C -3.07506 0.36498 3.97162
N 0.14272 -0.06956 2.39110
C 1.51124 -0.23025 2.69050
C 2.44261 -0.19517 1.65974
C 3.82642 -0.34780 1.91159
C 4.72038 -0.30814 0.86943
C 4.23770 -0.12263 -0.42554
C 2.87011 0.01119 -0.61508
N 1.98768 -0.01643 0.37678
H -2.70633 0.84722 7.81148
H -1.08909 0.31317 6.76172
H 0.62472 0.05925 5.13159
H -2.33723 0.18993 1.97641
H -4.12200 0.45184 3.71310
H 1.84384 -0.42362 3.69848
H 4.15999 -0.49196 2.93091
H 5.78078 -0.41962 1.04981
H 4.90128 -0.08513 -1.27752
H 2.46589 0.14996 -1.61262
S -0.26366 0.38277 -2.57208
C -1.87105 0.24402 -2.16211
N -2.22653 -0.04262 -0.89225
C -3.56513 -0.22072 -0.78904
C -4.28467 -0.61964 0.35945
C -5.64308 -0.73001 0.28235
C -6.33827 -0.45784 -0.92161
C -5.66755 -0.09871 -2.06688
C -4.27959 0.00805 -2.00243
S -3.19284 0.38116 -3.27580
H -3.76591 -0.86861 1.27250
H -6.20813 -1.04320 1.15047
H -7.41559 -0.55297 -0.93939
H -6.19580 0.08423 -2.99296
Br -0.41556 6.74520 0.36075
C -0.33108 4.87904 0.29141
C -1.36218 4.10505 0.80364
C -1.25648 2.73278 0.73608
N -0.20136 2.10105 0.19767
C 0.78424 2.86302 -0.30491
C 0.76090 4.24077 -0.27811
H -2.23655 4.56080 1.24626
H -2.04866 2.10746 1.12241
H 1.62018 2.34294 -0.74757
H 1.58200 4.80421 -0.69809
F -0.52658 -6.71581 -1.48038
C -0.17334 -6.32844 -0.25204
F 1.05416 -6.79739 -0.00646
F -1.01711 -6.87571 0.62234
C -0.17550 -4.81754 -0.15461
C 0.64446 -4.08652 -0.99966
C 0.63709 -2.71079 -0.89897
N -0.12869 -2.05645 -0.01130
C -0.91489 -2.77459 0.80303
C -0.97127 -4.15313 0.76076
H 1.27715 -4.57388 -1.72906
H 1.25569 -2.10156 -1.54202
H -1.51030 -2.21420 1.51121
H -1.62210 -4.69297 1.43290
```


(2)
This record from the Open Molecules 2025 dataset describes C31H22ClF3MgN3O2S3Sb as an isolated structure. The level of theory is wB97M-V/def2-TZVPD.

M   803.249 g/mol
Orbital gap   7.4 eV
ΔE to the lowest compared entry with this formula, charge and spin   0.0 kJ/mol
Total charge   0
Highest occupied orbital energy   -8.6 eV
E_tot   -3904.09517 Ha
LUMO energy   -1.1048 eV

```
67
C31H22ClF3MgN3O2S3Sb wB97M-V/def2-TZVPD
Mg -0.08628 2.13586 -0.10618
Cl 1.16111 0.47419 -0.93278
F -0.96258 0.98544 8.51337
C -0.80250 0.65722 7.21475
C -1.45980 -0.45173 6.72266
C -1.28808 -0.78620 5.38528
C -0.47477 -0.02276 4.55131
C 0.16188 1.09656 5.08633
C 0.00961 1.44257 6.42153
Sb -0.20951 -0.41594 2.45156
C 1.83316 -1.02619 2.52337
C 2.26171 -2.28900 2.12896
C 3.61249 -2.61006 2.11881
C 4.52137 -1.64664 2.50433
F 5.83388 -1.95268 2.49922
C 4.13475 -0.37816 2.88697
C 2.78200 -0.07408 2.88630
C -1.13644 -2.34601 2.42806
C -2.15469 -2.57582 1.50586
C -2.82021 -3.79377 1.45139
C -2.44387 -4.78202 2.33783
F -3.08143 -5.96671 2.29759
C -1.43402 -4.59951 3.26420
C -0.78462 -3.37464 3.30186
H -2.08771 -1.03837 7.37981
H -1.80156 -1.65783 4.99946
H 0.77845 1.72757 4.45859
H 0.50161 2.30810 6.84449
H 1.54681 -3.03628 1.81001
H 3.96198 -3.58603 1.81072
H 4.88251 0.35097 3.16720
H 2.47675 0.92774 3.17009
H -2.43308 -1.79678 0.80534
H -3.60741 -3.98572 0.73426
H -1.17124 -5.40594 3.93534
H 0.00657 -3.22119 4.02653
O 1.29847 5.35881 -1.40510
S 0.14785 4.73850 -0.84052
O -0.44599 3.63268 -1.59633
N 0.35132 4.04597 0.62748
C -0.47162 4.57452 1.55398
S -0.69804 3.94048 3.06408
C -1.24404 5.73710 1.03118
C -2.10789 6.56943 1.72360
C -2.74996 7.57881 1.02145
C -2.53983 7.75560 -0.34442
C -1.67442 6.92603 -1.04416
C -1.05123 5.92436 -0.32916
H -2.26292 6.42132 2.78369
H -3.42544 8.24457 1.54196
H -3.05438 8.55205 -0.86455
H -1.49363 7.05867 -2.10201
N -6.02553 -1.15301 1.55754
C -5.75851 -0.68658 0.32840
S -6.73055 -0.93139 -0.97018
C -4.50645 0.10916 0.22050
C -4.14195 1.02156 1.20547
C -2.94542 1.70150 1.08113
N -2.10819 1.49479 0.06174
C -2.47036 0.64090 -0.90430
C -3.66234 -0.05514 -0.87063
H -6.84751 -1.72022 1.68587
H -5.33760 -1.12426 2.29255
H -4.77976 1.21680 2.05705
H -2.61927 2.40488 1.83866
H -1.75690 0.49155 -1.70611
H -3.92745 -0.73751 -1.66556
```